The following is a quantum chemistry calculation of C8H10N2OPm as an isolated structure, from the OMol25 dataset.

Results
calculated total energy = -30040.7642 eV
⟨S²⟩ = 6.0112
spin multiplicity = 5
net charge = -1
maximum force = 0.0871 hartree/bohr
gap between HOMO and LUMO (spin up / spin down) = 0.20076 / 0.20039 Ha
relative energy (zero: lowest compared OMol25 entry of this formula, charge and spin) = 0.0 kJ/mol
M = 295.18 g mol⁻¹

Atoms and positions in Å:
C -0.872 1.114 -1.594
C 0.507 0.985 -1.943
C 1.244 1.963 -1.208
C 0.317 2.717 -0.419
C -0.992 2.175 -0.643
Pm 0.334 0.340 0.637
N -1.147 -1.471 0.429
C -0.519 -2.676 -0.063
C 0.862 -2.184 -0.442
H 2.322 2.115 -1.254
H 0.918 0.263 -2.648
H 0.563 3.532 0.256
H -1.921 2.531 -0.197
H -1.690 0.510 -1.990
H 1.034 -2.056 -1.509
H -1.065 -3.162 -0.897
H -2.137 -1.630 0.619
H 1.693 -2.584 0.135
H -0.405 -3.397 0.776
O 0.017 0.061 5.117
C 0.312 0.295 3.992
N 0.627 0.560 2.846

Atomic forces in eV per Å
C 0.470 0.707 -0.319
C -0.501 0.563 -0.008
C -0.694 0.455 -0.299
C -0.115 -0.169 -0.707
C 0.568 0.140 -0.765
Pm -1.028 -4.302 -0.713
N -1.138 1.182 0.522
C 0.949 0.625 0.655
C 0.674 1.188 0.170
H -0.306 -0.026 0.044
H -0.136 0.216 0.366
H -0.038 -0.162 -0.123
H 0.295 -0.122 -0.071
H 0.409 0.175 0.313
H 0.294 -0.313 -0.045
H 0.083 0.056 0.168
H -0.016 0.184 0.071
H 0.172 -0.478 -0.369
H -0.226 -0.236 -0.421
O 0.015 -0.008 -0.103
C 0.588 0.525 -1.800
N -0.318 -0.200 3.437

The following is a quantum chemistry calculation of a 3-piece molecular cluster, C18H30FN2O5PS2 overall, from the OMol25 dataset.

Results
calculated total energy = -66048.3346 eV
SMILES = CCSC[C@@](CCF)(C[C@@H](C)O)OC(=O)P(O)(O)=S.c1cc[nH]c1.c1cc[nH]c1
spin multiplicity = 1
net charge = 0
maximum force = 0.0170 hartree/bohr
gap between HOMO and LUMO = 0.30950 Ha
M = 468.55 g mol⁻¹

Atoms and positions in Å:
C 1.063 4.725 -1.666
C 2.227 3.766 -1.911
S 2.931 3.136 -0.374
C 2.397 1.413 -0.190
C 0.922 1.023 -0.053
C 0.118 1.137 -1.350
C 0.626 0.347 -2.553
F 0.834 1.209 -3.634
C 0.884 -0.441 0.416
C -0.509 -1.039 0.670
C -1.083 -1.803 -0.528
O -0.389 -1.951 1.770
O 0.187 1.910 0.836
C 0.710 2.427 1.970
O 0.867 3.607 2.124
P 1.134 1.441 3.481
O 0.728 2.438 4.650
O 0.002 0.341 3.588
S 2.967 0.859 3.542
H 0.782 5.242 -2.582
H 1.362 5.461 -0.921
H 0.201 4.212 -1.245
H 3.020 4.312 -2.419
H 1.946 2.956 -2.575
H 2.901 1.115 0.731
H 2.849 0.812 -0.976
H -0.912 0.846 -1.141
H 0.065 2.178 -1.654
H -0.110 -0.390 -2.873
H 1.557 -0.185 -2.365
H 1.475 -0.569 1.322
H 1.387 -1.043 -0.342
H -1.198 -0.228 0.913
H -0.295 -2.116 -1.214
H -1.805 -1.216 -1.094
H -1.587 -2.699 -0.176
H -1.109 -1.774 2.379
H 1.421 3.104 4.761
H 0.256 -0.291 4.279
C 1.589 -6.614 -1.056
C 2.198 -5.610 -1.858
C 1.835 -4.398 -1.335
N 1.032 -4.630 -0.254
C 0.877 -5.976 -0.075
H 1.665 -7.680 -1.186
H 2.830 -5.762 -2.716
H 2.084 -3.395 -1.639
H 0.618 -3.919 0.326
H 0.277 -6.363 0.730
C -5.040 0.311 -0.163
C -5.313 0.638 1.193
C -4.307 1.460 1.626
N -3.438 1.639 0.585
C -3.877 0.944 -0.509
H -5.632 -0.315 -0.810
H -6.154 0.310 1.781
H -4.136 1.929 2.579
H -2.601 2.194 0.618
H -3.329 0.964 -1.436

Atomic forces in eV per Å
C 0.223 -0.125 0.280
C -0.302 0.299 -0.215
S 0.082 -0.163 0.199
C 0.048 0.262 -0.011
C 0.002 -0.647 -0.471
C -0.063 0.260 -0.252
C -0.228 -0.096 0.037
F 0.059 -0.114 0.126
C -0.145 -0.042 0.305
C -0.006 -0.005 -0.260
C 0.114 0.076 -0.126
O 0.098 0.011 -0.006
O 0.095 0.089 0.240
C -0.043 0.620 0.019
O -0.291 -0.431 -0.122
P 0.871 -0.042 0.026
O -0.028 0.085 -0.024
O -0.189 -0.043 0.118
S -0.299 0.015 -0.088
H -0.092 -0.002 -0.083
H -0.013 0.140 -0.051
H -0.116 -0.034 -0.063
H 0.175 -0.050 0.063
H 0.025 -0.178 -0.033
H 0.073 0.016 0.050
H -0.072 -0.089 -0.109
H -0.015 -0.017 0.130
H 0.070 0.116 0.013
H -0.002 0.034 -0.083
H 0.146 0.096 -0.018
H -0.009 0.125 0.110
H 0.142 0.021 -0.072
H -0.037 -0.010 0.304
H 0.016 -0.121 -0.059
H -0.034 0.058 -0.011
H -0.123 -0.027 0.020
H -0.063 -0.062 0.032
H -0.081 0.088 0.121
H -0.115 -0.194 -0.138
C 0.014 -0.003 -0.022
C 0.004 -0.029 -0.006
C -0.046 0.014 0.035
N -0.031 0.088 0.066
C 0.006 0.032 -0.017
H 0.002 -0.012 -0.005
H 0.008 -0.004 -0.009
H 0.020 0.004 -0.012
H 0.000 -0.005 0.072
H -0.005 -0.012 0.007
C -0.016 -0.028 0.018
C -0.002 -0.037 -0.017
C 0.044 -0.017 -0.021
N 0.115 0.030 -0.009
C 0.041 -0.001 0.039
H -0.012 -0.005 -0.007
H -0.014 -0.002 0.003
H -0.008 0.011 0.009
H 0.035 0.026 0.007
H -0.034 0.029 -0.030

The following is a quantum chemistry calculation of a 2-piece molecular cluster, CH5Br3Si2 overall, from the OMol25 dataset.

Results
calculated total energy = -227002.6840 eV
spin multiplicity = 1
net charge = 0
maximum force = 0.0436 hartree/bohr
gap between HOMO and LUMO = 0.31150 Ha
relative energy (zero: lowest compared OMol25 entry of this formula, charge and spin) = 70.4 kJ/mol
M = 312.93 g mol⁻¹

Atoms and positions in Å:
C 1.210 -0.983 1.043
Si 1.370 0.295 -0.509
Si -3.968 0.779 -0.803
Br 0.512 -0.694 -2.345
Br -2.704 2.704 -0.615
Br -2.790 -0.501 0.720
H 1.648 -0.655 2.065
H 0.188 -1.299 1.224
H 1.701 -1.940 0.673
H 2.490 0.991 -1.222
H 0.344 1.303 -0.230

Atomic forces in eV per Å
C 2.181 -0.150 -0.487
Si -1.469 -0.657 0.731
Si 1.002 0.282 0.627
Br -0.012 -0.286 0.181
Br -0.506 -0.575 -0.157
Br -0.454 0.288 -0.481
H -0.486 -0.433 -1.939
H -0.374 0.550 -0.320
H -0.204 1.107 0.756
H 0.256 -0.476 0.984
H 0.066 0.350 0.106

The following is a quantum chemistry calculation of a 2-piece molecular cluster, C28H20ClF28N4O6P overall, from the OMol25 dataset.

Results
calculated total energy = -145507.3216 eV
spin multiplicity = 1
net charge = 0
maximum force = 0.0223 hartree/bohr
gap between HOMO and LUMO = 0.09072 Ha
M = 1106.86 g mol⁻¹

Atoms and positions in Å:
C 0.696 0.545 -0.286
N -0.119 0.463 0.963
C -1.414 0.079 0.834
N -2.436 0.829 0.465
C -3.760 0.179 0.453
O -4.138 -0.413 -0.488
C -4.556 0.301 1.764
F -4.954 1.554 2.007
F -3.705 -0.051 2.765
C -5.765 -0.669 1.839
F -6.275 -0.497 3.073
F -5.296 -1.920 1.743
C -6.890 -0.422 0.779
F -6.834 -1.408 -0.143
F -6.658 0.746 0.124
C -8.312 -0.470 1.381
O -8.660 -1.426 1.977
O -9.063 0.618 1.172
C -2.338 2.271 0.087
F -3.623 2.699 0.142
F -1.670 2.894 1.066
C -1.761 2.515 -1.272
C -1.064 3.699 -1.510
C -0.528 3.945 -2.767
C -0.666 3.000 -3.780
C -1.365 1.825 -3.531
C -1.527 0.762 -4.585
F -2.821 0.505 -4.835
F -0.979 -0.393 -4.153
F -0.933 1.087 -5.730
C -1.933 1.583 -2.287
N -1.661 -1.225 1.246
P -1.459 -2.470 0.095
O -0.172 -3.140 0.220
O -2.748 -3.374 0.209
O -1.674 -1.656 -1.244
C -0.803 -1.233 2.477
C -0.606 -2.578 3.124
N -1.831 -3.011 3.816
C 0.434 -0.473 1.990
C 1.218 0.243 3.091
C 2.686 0.476 2.711
C 3.591 -0.747 2.934
F 4.403 -0.602 3.996
F 2.798 -1.834 3.214
C 4.407 -1.193 1.684
F 3.519 -1.431 0.694
F 4.996 -2.361 1.981
C 5.542 -0.194 1.230
F 5.463 0.907 2.026
F 6.732 -0.746 1.439
C 5.463 0.360 -0.229
F 4.258 0.965 -0.373
F 6.387 1.335 -0.289
C 5.750 -0.673 -1.381
F 6.977 -0.456 -1.845
F 5.732 -1.894 -0.810
C 4.738 -0.722 -2.580
F 3.466 -0.799 -2.108
F 5.011 -1.845 -3.217
C 4.820 0.383 -3.682
F 6.054 0.490 -4.158
F 3.996 -0.031 -4.667
C 4.328 1.813 -3.338
F 4.209 2.509 -4.474
F 3.122 1.803 -2.759
F 5.188 2.455 -2.556
H 1.256 -0.372 -0.409
H 0.083 0.706 -1.160
H 1.378 1.382 -0.208
H -8.917 0.975 0.284
H -0.954 4.431 -0.723
H 0.007 4.863 -2.960
H -0.234 3.176 -4.753
H -2.475 0.664 -2.115
H -2.969 -3.574 1.134
H -2.206 -2.143 -1.891
H -1.366 -0.624 3.192
H -0.310 -3.337 2.408
H 0.232 -2.473 3.819
H -1.595 -3.489 4.674
H -2.424 -2.228 4.058
H 1.106 -1.220 1.568
H 0.775 1.230 3.233
H 1.124 -0.274 4.043
H 3.089 1.270 3.338
H 2.793 0.815 1.687
Cl 6.621 -3.264 -4.952

Atomic forces in eV per Å
C 0.235 0.856 0.015
N -0.236 -0.834 0.151
C 0.332 -0.228 -0.618
N 0.393 0.176 -0.177
C 0.035 0.190 0.036
O -0.302 -0.101 -0.387
C 0.223 -0.131 0.428
F -0.010 -0.082 -0.065
F -0.158 0.094 0.012
C -0.129 0.125 0.203
F 0.018 0.068 -0.043
F 0.010 0.030 -0.042
C 0.072 -0.544 -0.533
F 0.057 0.109 0.079
F -0.020 0.076 0.143
C 0.056 0.538 -0.298
O -0.110 -0.453 0.492
O -0.281 -0.246 -0.131
C -0.201 -0.165 -0.084
F 0.012 -0.006 -0.039
F 0.004 0.010 -0.067
C 0.311 0.074 -0.220
C -0.053 0.008 -0.131
C -0.126 -0.298 0.066
C -0.095 -0.054 0.205
C -0.135 0.212 0.056
C 0.308 -0.136 0.063
F -0.064 0.047 -0.020
F -0.066 -0.048 -0.005
F -0.087 0.046 -0.060
C 0.060 0.230 0.071
N -0.576 0.595 0.733
P 0.537 -0.700 -0.485
O -0.134 0.194 0.096
O -0.011 0.416 0.248
O -0.309 -0.153 0.075
C -0.162 0.121 -0.023
C 0.158 -0.253 0.530
N -0.061 0.084 -0.442
C 0.546 -0.603 0.811
C -0.154 0.693 -0.517
C 0.309 -0.107 0.668
C -0.608 -0.144 -0.463
F 0.130 0.107 -0.031
F 0.042 -0.071 0.006
C 0.582 -0.348 0.352
F -0.127 0.288 -0.100
F -0.083 0.047 0.040
C -0.343 0.054 -0.073
F -0.168 0.061 0.044
F 0.123 -0.016 -0.108
C 0.398 0.258 0.009
F -0.192 -0.107 0.064
F 0.001 -0.080 0.006
C -0.202 -0.002 0.182
F 0.030 0.095 -0.063
F -0.196 -0.077 0.050
C 0.511 -0.367 -0.272
F -0.131 0.182 0.166
F -0.186 0.080 0.271
C -0.510 0.117 -0.131
F 0.153 -0.013 0.071
F -0.025 -0.053 0.099
C 0.019 0.127 -0.541
F 0.078 -0.032 0.102
F -0.101 0.006 0.200
F 0.029 -0.029 0.272
H 0.041 -0.266 0.026
H -0.219 -0.062 -0.075
H 0.190 0.100 0.014
H 0.235 0.310 0.152
H 0.052 0.000 0.058
H 0.031 0.041 0.025
H 0.037 -0.023 -0.056
H -0.012 -0.068 0.006
H -0.081 -0.242 -0.043
H 0.049 0.164 -0.157
H 0.141 0.170 0.040
H 0.116 0.075 -0.077
H 0.058 0.114 0.018
H -0.114 -0.163 -0.009
H 0.042 0.038 0.127
H -0.092 0.073 -0.631
H -0.122 0.013 0.069
H 0.075 -0.183 -0.010
H 0.087 0.022 -0.016
H -0.114 0.056 -0.226
Cl 0.181 -0.101 -0.181

The following is a quantum chemistry calculation of an isolated ion of composition H2N3O2S and charge -1, from the OMol25 dataset.

Results
calculated total energy = -19428.7801 eV
SMILES = [H]/N=[N+](\[O-])N(O)[S-]
spin multiplicity = 1
net charge = -1
maximum force = 0.0521 hartree/bohr
gap between HOMO and LUMO (spin up / spin down) = 0.25390 / 0.25393 Ha
relative energy (zero: lowest compared OMol25 entry of this formula, charge and spin) = 243.4 kJ/mol
M = 108.10 g mol⁻¹

Atoms and positions in Å:
H -1.704 1.520 0.309
N -1.531 0.591 0.696
N -0.378 0.368 0.069
O 0.317 1.357 -0.430
N 0.333 -0.810 0.162
O 1.631 -0.785 -0.531
S -0.139 -2.267 0.826
H 1.470 0.026 -1.100

Atomic forces in eV per Å
H -0.123 0.102 0.383
N 1.710 -1.283 -1.614
N 1.821 0.021 1.471
O -0.761 -1.022 -0.574
N -0.410 1.704 -0.618
O -2.237 1.310 0.020
S -0.381 -0.301 0.177
H 0.381 -0.531 0.755

The following is a quantum chemistry calculation of a 2-piece molecular cluster, C4H4O4 overall, from the OMol25 dataset.

Results
calculated total energy = -12397.4503 eV
spin multiplicity = 1
net charge = 0
maximum force = 0.1833 hartree/bohr
gap between HOMO and LUMO = 0.29713 Ha
relative energy (zero: lowest compared OMol25 entry of this formula, charge and spin) = 564.8 kJ/mol
M = 116.07 g mol⁻¹

Atoms and positions in Å:
C -1.981 -0.742 -0.315
C -0.491 -0.453 -0.357
C 0.804 -1.064 -0.443
C 1.171 0.925 -0.066
H -1.455 -0.204 2.050
H -2.254 -1.766 -0.726
H -2.414 0.064 -0.753
H 1.023 -2.178 -0.647
O -2.158 -1.020 1.031
O 1.765 -0.212 -0.378
O 1.613 1.987 0.019
O -0.209 0.756 0.223

Atomic forces in eV per Å
C 4.250 -3.961 1.474
C 3.706 -2.694 -0.025
C -7.423 -5.423 -2.070
C -2.640 1.075 1.572
H -2.624 -2.681 -4.473
H 0.314 1.478 -0.333
H -2.061 2.358 -1.033
H -0.243 2.318 0.093
O 0.421 2.421 5.620
O 2.380 1.921 0.854
O 2.234 2.723 0.006
O 1.687 0.465 -1.685

The following is a quantum chemistry calculation of C4H4N3O4S as an isolated structure, from the OMol25 dataset.

Results
calculated total energy = -27705.9497 eV
spin multiplicity = 1
net charge = -1
maximum force = 0.0714 hartree/bohr
gap between HOMO and LUMO = 0.30616 Ha
relative energy (zero: lowest compared OMol25 entry of this formula, charge and spin) = 463.4 kJ/mol
M = 190.16 g mol⁻¹

Atoms and positions in Å:
C 0.495 -1.102 1.211
C -0.816 -0.596 1.334
C 0.134 0.169 -0.196
C 1.310 1.369 -3.120
N 1.118 -0.521 0.130
N -0.990 0.345 0.321
N 0.384 1.670 -2.240
O -1.702 0.262 -2.574
O 1.135 1.163 -4.287
O -1.818 2.275 -1.383
O -1.588 2.351 -3.828
S -1.238 1.582 -2.693
H 0.879 -2.119 1.505
H -1.688 -0.537 1.960
H 2.332 1.229 -2.629
H -1.933 1.492 -0.702

Atomic forces in eV per Å
C -1.020 -2.581 1.314
C 0.222 0.510 -0.252
C 0.977 1.740 -2.244
C 1.611 -1.024 0.867
N 1.053 -0.096 -0.928
N -0.861 0.825 -0.110
N -2.571 -0.293 2.603
O -0.645 -2.737 -0.589
O 0.347 -0.235 -2.268
O -0.665 -0.918 0.794
O -0.086 0.739 -0.477
S 1.836 1.572 1.814
H -0.310 1.588 0.356
H 0.328 -1.153 0.761
H -0.723 0.361 -0.423
H 0.507 1.703 -1.219